<i>
C19H17NO5 | ωB97M-V/def2-TZVPD

## Properties
Molecular weight (g/mol): 339.3
Net charge: 0
SMILES string: CCC(=O)c1ccc(OCC(=O)c2ccc3c(c2)NC(=O)CO3)cc1
Frontier orbital gap (hartree): 0.31805
2S+1: 1
Lowest unoccupied orbital energy (eV): -0.07

Cartesian coordinates (Å):
C -2.3985 -2.2982 0.6337
C -1.6418 -3.5894 0.3193
C -0.5493 -3.3303 -0.6991
O -0.5932 -3.8092 -1.8108
C 0.5386 -2.4081 -0.2959
C 1.2279 -1.7388 -1.3059
C 2.2097 -0.8137 -1.0180
C 2.5375 -0.5487 0.3091
O 3.4466 0.3774 0.7161
C 3.9030 1.3246 -0.2212
C 2.7959 2.0745 -0.9692
O 3.0122 2.5595 -2.0548
C 1.4727 2.1178 -0.3124
C 1.3144 2.2022 1.0698
C 0.0513 2.1802 1.6266
C -1.0734 2.0589 0.8191
C -0.9210 2.0126 -0.5737
C 0.3434 2.0516 -1.1285
N -2.0664 1.9704 -1.3669
C -3.3193 1.8241 -0.8693
O -4.3080 1.8496 -1.5618
C -3.3770 1.5545 0.6301
O -2.2965 2.0433 1.4029
C 1.8951 -1.2587 1.3258
C 0.9053 -2.1676 1.0292
H -2.8448 -1.8993 -0.2755
H -3.1934 -2.4967 1.3494
H -1.7280 -1.5492 1.0516
H -2.3275 -4.3259 -0.1026
H -1.2091 -4.0027 1.2312
H 0.9633 -1.9491 -2.3314
H 2.7074 -0.3040 -1.8279
H 4.4837 2.0505 0.3584
H 4.5752 0.8730 -0.9630
H 2.1744 2.2966 1.7126
H -0.0897 2.2540 2.6926
H 0.4694 2.0207 -2.2003
H -1.9656 2.0842 -2.3675
H -3.4553 0.4627 0.7570
H -4.2827 2.0105 1.0374
H 2.1846 -1.0637 2.3462
H 0.4290 -2.6999 1.8377

Charges per atom according to Löwdin partitioning, unit e: number 1, C, carries -0.0931; number 2, C, carries -0.1686; number 3, C, carries -0.3769; number 4, O, carries 0.0930; number 5, C, carries -0.1609; number 6, C, carries 0.0101; number 7, C, carries 0.0028; number 8, C, carries -0.2674; number 9, O, carries -0.0473; number 10, C, carries -0.1001; number 11, C, carries -0.3554; number 12, O, carries 0.1119; number 13, C, carries -0.1640; number 14, C, carries -0.0173; number 15, C, carries 0.0270; number 16, C, carries -0.1983; number 17, C, carries -0.1469; number 18, C, carries 0.0606; number 19, N, carries 0.1667; number 20, C, carries -0.4469; number 21, O, carries 0.0900; number 22, C, carries -0.0556; number 23, O, carries 0.0048; number 24, C, carries 0.0137; number 25, C, carries -0.0214; number 26, H, carries 0.0823; number 27, H, carries 0.0771; number 28, H, carries 0.0617; number 29, H, carries 0.1174; number 30, H, carries 0.1087; number 31, H, carries 0.1239; number 32, H, carries 0.1205; number 33, H, carries 0.1464; number 34, H, carries 0.1426; number 35, H, carries 0.1243; number 36, H, carries 0.1245; number 37, H, carries 0.1335; number 38, H, carries 0.1681; number 39, H, carries 0.1274; number 40, H, carries 0.1434; number 41, H, carries 0.1232; number 42, H, carries 0.1141

<ii>
C19H17NO5 | ωB97M-V/def2-TZVPD

## Properties
Molecular weight (g/mol): 339.3
Net charge: 0
SMILES string: CCOc1ccc2c(c1)C(=O)C(=O)N2C[C@H]1COc2ccccc2O1
Frontier orbital gap (hartree): 0.26361
2S+1: 1
Lowest unoccupied orbital energy (eV): -1.25

Cartesian coordinates (Å):
C -5.5523 0.4482 2.8440
C -5.6038 0.1429 1.3122
O -4.8612 0.9876 0.4702
C -3.4920 1.0456 0.2955
C -2.6624 -0.0443 0.4741
C -1.2977 0.0155 0.1656
C -0.7824 1.3187 -0.2687
C -1.6762 2.3876 -0.4494
C -2.9397 2.1987 -0.2146
C -0.8360 3.5281 -0.7695
O -1.2874 4.7491 -0.9131
C 0.5705 3.0655 -1.0055
O 1.4164 3.7085 -1.5837
N 0.5375 1.6826 -0.6260
C 1.5128 0.7902 -1.1783
C 2.8930 0.7321 -0.5548
C 2.9037 0.2470 0.8379
O 2.4707 -1.1314 1.0185
C 3.0817 -1.9808 0.0767
C 3.0767 -3.3593 0.3058
C 3.7960 -4.1232 -0.6279
C 4.3473 -3.6457 -1.7805
C 4.4013 -2.2056 -1.9352
C 3.6964 -1.4322 -1.1164
O 3.6787 -0.0824 -1.4257
H -4.7491 1.1405 3.0699
H -5.4566 -0.4209 3.4762
H -6.5102 0.9452 3.1251
H -6.6512 0.1451 0.9513
H -5.2332 -0.8557 1.0624
H -3.1581 -1.0131 0.7352
H -0.6207 -0.8383 0.2412
H -3.6323 3.0039 -0.2605
H 1.0672 -0.1613 -1.1050
H 1.5455 0.8535 -2.2652
H 3.3786 1.6925 -0.6012
H 2.2442 0.9409 1.3743
H 3.8597 0.4207 1.2802
H 2.7676 -3.8140 1.2656
H 3.9160 -5.1714 -0.4466
H 4.9908 -4.2503 -2.4873
H 4.8501 -1.6606 -2.7666

Charges per atom according to Löwdin partitioning, unit e: number 1, C, carries -0.0485; number 2, C, carries -0.2341; number 3, O, carries -0.0686; number 4, C, carries -0.2454; number 5, C, carries 0.0001; number 6, C, carries 0.0451; number 7, C, carries -0.0982; number 8, C, carries -0.1294; number 9, C, carries 0.0435; number 10, C, carries -0.1479; number 11, O, carries 0.0786; number 12, C, carries -0.3025; number 13, O, carries 0.1554; number 14, N, carries 0.0301; number 15, C, carries -0.0814; number 16, C, carries -0.2683; number 17, C, carries -0.1051; number 18, O, carries -0.0275; number 19, C, carries -0.1583; number 20, C, carries 0.0012; number 21, C, carries -0.1298; number 22, C, carries -0.0718; number 23, C, carries -0.0100; number 24, C, carries -0.2153; number 25, O, carries 0.0027; number 26, H, carries 0.0699; number 27, H, carries 0.0621; number 28, H, carries 0.0788; number 29, H, carries 0.1268; number 30, H, carries 0.0971; number 31, H, carries 0.1297; number 32, H, carries 0.1076; number 33, H, carries 0.1423; number 34, H, carries 0.1111; number 35, H, carries 0.1550; number 36, H, carries 0.1599; number 37, H, carries 0.1426; number 38, H, carries 0.1310; number 39, H, carries 0.1283; number 40, H, carries 0.0933; number 41, H, carries 0.1209; number 42, H, carries 0.1288

Computed energies relative to the best structure, in kcal/mol: <i> 0.0; <ii> 69.4

<i>
C8H12N2O2 | ωB97M-V/def2-TZVPD

## Properties
Molecular weight (g/mol): 168.2
Net charge: 0
SMILES string: C#COC(C)(C)C.N#C/C=N\O
Frontier orbital gap (hartree): 0.35455
2S+1: 1
Lowest unoccupied orbital energy (eV): 0.26

Cartesian coordinates (Å):
C -1.3784 -0.0329 -1.6262
C -0.7821 0.0097 -0.5851
O 0.0799 -0.0162 0.3941
C 1.5061 -0.0032 0.0753
C 1.8230 -0.9084 -1.1038
C 1.9712 1.3607 -0.1643
C 2.1023 -0.7107 1.2991
H -2.2490 -0.0162 -2.3683
H 2.8273 -0.7297 -1.5537
H 1.8525 -1.9465 -0.9484
H 1.0599 -0.7759 -1.8713
H 1.1719 1.8206 -0.8217
H 3.0034 1.2574 -0.6583
H 2.1440 1.9464 0.6646
H 1.5957 -0.3914 2.1566
H 1.7380 -1.7086 1.1111
H 3.2110 -0.6631 1.4107
N -2.4692 -1.5148 1.6712
C -2.4666 -0.4162 1.3263
C -2.5837 0.8928 0.7482
N -3.5791 1.1968 0.0302
O -4.4246 0.2392 -0.3033
H -1.9134 1.7482 0.9468
H -4.2399 -0.6382 0.1703

Charges per atom according to Löwdin partitioning, unit e: number 1, C, carries 0.1313; number 2, C, carries -0.3367; number 3, O, carries -0.0282; number 4, C, carries -0.5903; number 5, C, carries -0.0320; number 6, C, carries -0.0189; number 7, C, carries -0.0041; number 8, H, carries 0.0964; number 9, H, carries 0.1072; number 10, H, carries 0.0670; number 11, H, carries 0.0727; number 12, H, carries 0.1214; number 13, H, carries 0.1243; number 14, H, carries 0.0559; number 15, H, carries 0.0660; number 16, H, carries 0.0798; number 17, H, carries 0.1148; number 18, N, carries 0.2029; number 19, C, carries -0.2221; number 20, C, carries -0.2148; number 21, N, carries -0.0252; number 22, O, carries -0.0309; number 23, H, carries 0.1422; number 24, H, carries 0.1213

<ii>
C8H12N2O2 | ωB97M-V/def2-TZVPD

## Properties
Molecular weight (g/mol): 168.2
Net charge: 0
SMILES string: C[C@H]1NCC1=O.Nc1ccco1
Frontier orbital gap (hartree): 0.31515
2S+1: 1
Lowest unoccupied orbital energy (eV): 0.79

Cartesian coordinates (Å):
C 1.5108 -0.7066 1.7758
C 1.0219 -0.1614 0.4420
N 0.9916 1.3167 0.2929
C 2.1180 1.3279 -0.6700
C 2.0752 -0.1991 -0.6736
O 2.6430 -1.0712 -1.2680
H 1.6217 -1.8005 1.7316
H 0.7934 -0.4717 2.5754
H 2.4832 -0.2763 2.0476
H 0.1001 -0.6151 0.1963
H 1.2055 1.8126 1.1544
H 1.8968 1.8129 -1.6285
H 3.0681 1.7283 -0.2893
N -0.8694 -1.9028 -0.9449
C -1.6106 -0.7902 -0.6752
C -1.7645 0.4339 -1.2620
C -2.7785 1.1115 -0.5150
C -3.1719 0.2821 0.4678
O -2.4628 -0.8963 0.3938
H -0.0327 -1.7024 -1.4858
H -0.5564 -2.4506 -0.1465
H -1.2210 0.7999 -2.1300
H -3.1647 2.1088 -0.6869
H -3.8969 0.3096 1.2981

Charges per atom according to Löwdin partitioning, unit e: number 1, C, carries -0.0271; number 2, C, carries -0.3226; number 3, N, carries 0.0077; number 4, C, carries -0.0993; number 5, C, carries -0.3427; number 6, O, carries 0.1132; number 7, H, carries 0.0871; number 8, H, carries 0.0853; number 9, H, carries 0.0846; number 10, H, carries 0.0531; number 11, H, carries 0.1041; number 12, H, carries 0.1146; number 13, H, carries 0.1220; number 14, N, carries 0.1246; number 15, C, carries -0.4365; number 16, C, carries -0.0407; number 17, C, carries -0.0823; number 18, C, carries -0.1256; number 19, O, carries 0.0268; number 20, H, carries 0.0978; number 21, H, carries 0.1139; number 22, H, carries 0.1135; number 23, H, carries 0.1037; number 24, H, carries 0.1250

Computed energies relative to the best structure, in kcal/mol: <i> 94.4; <ii> 0.0

<i>
C6H4 | ωB97M-V/def2-TZVPD

## Properties
Molecular weight (g/mol): 76.1
Net charge: 0
Frontier orbital gap (spin up / spin down) (hartree): 0.26742 / 0.26746
2S+1: 1
Lowest unoccupied orbital energy (spin up / spin down) (eV): -0.92 / -0.92

Cartesian coordinates (Å):
C 0.9937 0.0729 1.3572
C 1.0860 -1.0185 0.6416
C 0.2956 1.1960 1.2600
C -0.4049 1.1545 0.0885
C -0.5357 0.0506 -0.7532
C 0.3036 -1.1721 -0.4005
H 0.2712 2.0764 1.8763
H -1.6735 -0.1539 -0.8852
H -0.4670 0.3479 -1.7278
H 0.1311 -2.5539 -1.4570

Charges per atom according to Löwdin partitioning, unit e: number 1, C, carries 0.0601; number 2, C, carries -0.0750; number 3, C, carries -0.1686; number 4, C, carries 0.0022; number 5, C, carries -0.2759; number 6, C, carries -0.1009; number 7, H, carries 0.0884; number 8, H, carries 0.1810; number 9, H, carries 0.0845; number 10, H, carries 0.2043

<ii>
C6H4 | ωB97M-V/def2-TZVPD

## Properties
Molecular weight (g/mol): 76.1
Net charge: 0
Frontier orbital gap (hartree): 0.35340
2S+1: 1
Lowest unoccupied orbital energy (eV): 1.11

Cartesian coordinates (Å):
C -2.0704 0.5645 0.1107
C -1.7575 -0.6753 0.0289
C 0.7743 0.9974 0.3378
C -0.3956 0.0937 0.0253
C 0.8061 0.0639 -0.8364
C 0.9757 -0.4565 0.5045
H 0.9957 2.0404 0.6573
H -1.8420 -1.6675 -0.0435
H 0.9250 0.0999 -1.9536
H 1.5886 -1.0605 1.1689

Charges per atom according to Löwdin partitioning, unit e: number 1, C, carries 0.1068; number 2, C, carries -0.0458; number 3, C, carries -0.0425; number 4, C, carries -0.3699; number 5, C, carries -0.1054; number 6, C, carries -0.0507; number 7, H, carries 0.1561; number 8, H, carries 0.0553; number 9, H, carries 0.1605; number 10, H, carries 0.1355

<iii>
C6H4 | ωB97M-V/def2-TZVPD

## Properties
Molecular weight (g/mol): 76.1
Net charge: 0
Frontier orbital gap (hartree): 0.27981
2S+1: 1
Lowest unoccupied orbital energy (eV): -0.78

Cartesian coordinates (Å):
C -1.5496 -0.4718 0.1325
C -1.3005 0.8218 0.1710
C -0.7166 -1.5328 -0.1605
C 0.6494 -1.1219 -0.2340
C 0.9741 0.2846 -0.0959
C -0.1500 1.3970 -0.1269
H -1.0664 -2.5753 -0.0362
H 0.9807 0.0701 1.1198
H 1.9060 0.7339 -0.4231
H 0.2730 2.3944 -0.3467

Charges per atom according to Löwdin partitioning, unit e: number 1, C, carries 0.0246; number 2, C, carries -0.0457; number 3, C, carries -0.1788; number 4, C, carries -0.0118; number 5, C, carries -0.2232; number 6, C, carries -0.0578; number 7, H, carries 0.0876; number 8, H, carries 0.2088; number 9, H, carries 0.0944; number 10, H, carries 0.1019

<iv>
C6H4 | ωB97M-V/def2-TZVPD

## Properties
Molecular weight (g/mol): 76.1
Net charge: 0
SMILES string: C#CC#CC=C
Frontier orbital gap (hartree): 0.31617
2S+1: 1
Lowest unoccupied orbital energy (eV): -0.14

Cartesian coordinates (Å):
C -2.9541 0.0005 -2.1798
C -1.9640 0.0683 -1.4850
C -0.8057 -0.0174 -0.7410
C 0.1576 -0.2421 0.0206
C 1.1863 -0.4177 0.9214
C 2.0235 0.4802 1.5874
H -3.9292 -0.1243 -2.7228
H 1.4549 -1.5656 0.9579
H 2.8816 0.2324 2.2335
H 1.9490 1.5856 1.4078

Charges per atom according to Löwdin partitioning, unit e: number 1, C, carries 0.1101; number 2, C, carries -0.1709; number 3, C, carries -0.0263; number 4, C, carries -0.0533; number 5, C, carries -0.2125; number 6, C, carries 0.0282; number 7, H, carries 0.0626; number 8, H, carries 0.1387; number 9, H, carries 0.0537; number 10, H, carries 0.0697

Computed energies relative to the best structure, in kcal/mol: <i> 121.7; <ii> 108.3; <iii> 65.3; <iv> 0.0

<i>
C3H3BrO | ωB97M-V/def2-TZVPD

## Properties
Molecular weight (g/mol): 135.0
Net charge: 0
SMILES string: C=C=C=O.Br
Frontier orbital gap (hartree): 0.30234
2S+1: 1
Lowest unoccupied orbital energy (eV): -0.70

Cartesian coordinates (Å):
C 0.1344 -1.4131 -0.2041
C -0.7745 -0.8610 0.5827
C -1.5271 -0.4662 1.5269
O -2.3646 -0.1989 2.2936
H 0.1007 -1.1613 -1.1772
H 0.9259 -2.1392 0.0312
Br 1.1312 3.0104 -1.2222
H 2.3739 3.2294 -1.8310

Charges per atom according to Löwdin partitioning, unit e: number 1, C, carries 0.0536; number 2, C, carries -0.0642; number 3, C, carries -0.2329; number 4, O, carries 0.1516; number 5, H, carries 0.0129; number 6, H, carries 0.0790; number 7, Br, carries 0.3102; number 8, H, carries -0.3101

<ii>
C3H3BrO | ωB97M-V/def2-TZVPD

## Properties
Molecular weight (g/mol): 135.0
Net charge: 0
Frontier orbital gap (spin up / spin down) (hartree): 0.35028 / 0.16492
2S+1: 1
Lowest unoccupied orbital energy (spin up / spin down) (eV): -0.89 / -3.44

Cartesian coordinates (Å):
C 0.3156 0.6396 0.2433
C -0.2189 -0.4745 -0.5249
C 1.3392 -0.1605 0.5438
O 0.7632 -1.3026 -0.3307
Br -3.6470 0.4263 0.1055
H 0.0230 1.6956 0.4308
H -0.9899 -0.8106 -1.2207
H 2.4147 -0.0133 0.7528

Charges per atom according to Löwdin partitioning, unit e: number 1, C, carries -0.0538; number 2, C, carries -0.1750; number 3, C, carries 0.0043; number 4, O, carries -0.0006; number 5, Br, carries -0.1239; number 6, H, carries 0.1201; number 7, H, carries 0.1041; number 8, H, carries 0.1249

<iii>
C3H3BrO | ωB97M-V/def2-TZVPD

## Properties
Molecular weight (g/mol): 135.0
Net charge: 0
Frontier orbital gap (hartree): 0.41634
2S+1: 1
Lowest unoccupied orbital energy (eV): 0.78

Cartesian coordinates (Å):
C 0.6231 1.1175 0.2196
C 0.7926 0.6840 1.2940
C 0.2511 -0.8811 -1.5190
O 1.3437 -1.1906 -1.5967
Br -2.3634 -1.0863 0.6609
H 0.2497 1.1780 -0.7677
H -2.1716 -0.5859 -0.5621
H 1.2746 0.7644 2.2710

Charges per atom according to Löwdin partitioning, unit e: number 1, C, carries -0.0698; number 2, C, carries -0.0201; number 3, C, carries -0.0315; number 4, O, carries 0.0583; number 5, Br, carries 0.4009; number 6, H, carries -0.0074; number 7, H, carries -0.3784; number 8, H, carries 0.0480

Computed energies relative to the best structure, in kcal/mol: <i> 0.0; <ii> 57.8; <iii> 11.0